7
Properties=species:S:1:pos:R:3:lowdin_charge:R:1 method="wB97M-V/def2-TZVPD" charge=-1 multiplicity=1 relative_energy_kcal_mol=97.97 total_energy_ev=-17144.407
C -0.181 -0.105 0.145 -0.35
N -0.049 0.148 1.496 -0.01
O -1.306 0.475 0.775 -0.13
Cl -0.160 -3.188 -0.622 -0.60
H -0.258 -1.176 -0.264 -0.11
H 0.490 0.743 -0.574 0.15
H -0.234 -0.558 2.137 0.06